Record 1
Density functional theory data (the ωB97M-V functional and the def2-TZVPD basis) for a structure of composition C5H8O2 at a distorted geometry.

```
15
Properties=species:S:1:pos:R:3
C -0.3817 -0.3928 -1.2671
C 0.2021 0.2316 -0.0340
C -0.3203 1.4556 0.6381
C 1.1198 1.4030 0.1792
O 0.5670 -0.8991 0.8139
C -0.1480 -2.0025 0.6881
O -1.3410 -2.1469 0.4409
H -1.0711 0.2395 -1.7992
H -1.3112 -1.2052 -0.6395
H 0.4688 -0.6022 -1.9774
H -1.0210 2.0596 0.0659
H -0.5085 1.4195 1.7051
H 1.4283 1.9840 -0.6856
H 1.8725 1.3348 0.9660
H 0.4443 -2.8788 0.9056
```

The value obtained for the HOMO-LUMO gap is 10.25 eV. Its net charge is 0. For the total energy, the calculation gives -345.6820 hartree.


Record 2
Density functional theory data (the ωB97M-V functional and the def2-TZVPD basis) for a cluster of 2 separate species, CH3N3S2 in total at a distorted geometry.

```
9
Properties=species:S:1:pos:R:3
C -0.7705 -1.2403 -0.3397
N -0.0385 -0.4986 -1.0687
N -0.1718 0.7338 -1.0861
N 1.5905 1.2314 0.6590
S -1.9105 -0.4590 0.7645
S -1.4609 1.3271 -0.0996
H -0.5235 -2.3250 -0.4449
H 2.2199 0.5268 0.2620
H 1.0653 0.7039 1.3535
```

The value obtained for the HOMO-LUMO gap (spin up / spin down) is 8.75 / 7.48 eV. Its net charge is 0. For the total energy, the calculation gives -1000.3894 hartree.


Record 3
Density functional theory data (the ωB97M-V functional and the def2-TZVPD basis) for a structure of composition C45H54AgGeI2N3OSi2Te.

```
110
Properties=species:S:1:pos:R:3
Ag -0.9641 -0.1860 -1.0024
I 7.4433 -2.4076 -0.7991
C 5.4063 -1.8701 -0.9314
C 4.7474 -1.9564 -2.1479
C 3.4005 -1.6781 -2.1640
I 2.4102 -1.6374 -4.0081
C 2.6072 -1.3416 -1.0072
O 1.3440 -1.3117 -1.0588
C 3.3968 -1.0620 0.1668
C 2.9948 -0.2508 1.3970
N 1.6048 0.0919 1.7176
C 1.6589 1.0698 2.7969
C 0.3381 1.5210 3.3624
C 0.3182 2.1425 4.6125
C -0.8870 2.5583 5.1420
C -2.0418 2.3566 4.3943
C -1.9191 1.7632 3.1514
N -0.7603 1.3471 2.6440
C 4.7481 -1.3879 0.1848
H 5.2733 -2.2160 -3.0562
H 3.5671 0.6920 1.3133
H 3.4048 -0.7673 2.2712
H 1.1512 0.5001 0.9032
H 2.2079 1.9771 2.4909
H 2.2337 0.6173 3.6108
H 1.2454 2.2941 5.1529
H -0.9289 3.0424 6.1100
H -3.0126 2.6559 4.7675
H -2.7836 1.6092 2.5128
H 5.3122 -1.2019 1.0934
C -1.7799 -3.7680 -4.7611
C -2.6517 -2.6918 -4.6717
C -2.6732 -1.9483 -3.5048
N -1.9035 -2.2100 -2.4485
C -1.0578 -3.2339 -2.5534
C -0.9601 -4.0377 -3.6806
H -1.7319 -4.3715 -5.6595
H -3.3113 -2.4367 -5.4912
H -3.3290 -1.0901 -3.3950
H -0.4081 -3.4120 -1.7054
H -0.2387 -4.8428 -3.7122
C -4.2895 -2.3712 2.7838
Si -3.8608 -3.2237 1.1526
C -4.9904 -4.7509 1.1482
C -4.4175 -2.1148 -0.2472
C -2.0899 -3.8104 1.0155
Te -0.5077 -2.2813 1.0293
C -0.8024 -2.0859 3.1674
Si 0.3004 -3.2662 4.0861
C 2.1040 -2.7591 3.9336
C 0.2158 -5.0764 3.5690
C -0.1473 -3.2230 5.9281
H -5.3596 -2.1479 2.8002
H -3.7522 -1.4293 2.9164
H -4.0709 -3.0134 3.6426
H -6.0426 -4.4516 1.1729
H -4.8060 -5.3848 2.0213
H -4.8401 -5.3632 0.2543
H -5.3763 -1.6439 -0.0127
H -4.5361 -2.6876 -1.1701
H -3.6861 -1.3287 -0.4539
H -1.9812 -4.3622 0.0783
H -1.8541 -4.5065 1.8243
H -1.8575 -2.2352 3.3856
H -0.5529 -1.0605 3.4504
H 2.4455 -2.8895 2.9030
H 2.7415 -3.3642 4.5838
H 2.2461 -1.7085 4.2027
H 0.3504 -5.1891 2.4907
H -0.7328 -5.5447 3.8477
H 1.0186 -5.6246 4.0687
H -0.1465 -2.1950 6.3012
H 0.5637 -3.8004 6.5254
H -1.1461 -3.6367 6.0971
C -1.3484 1.4044 -2.4022
Ge 0.0001 2.7085 -2.4739
C 1.9547 2.4401 -2.9401
C 2.7391 1.6926 -2.0567
C 4.0374 1.3110 -2.3653
C 4.5833 1.6574 -3.5960
C 3.8242 2.3964 -4.4934
C 2.5283 2.7820 -4.1651
C -0.4874 4.1971 -3.7595
C -0.7270 3.9040 -5.1061
C -1.1638 4.8703 -6.0029
C -1.3938 6.1704 -5.5672
C -1.1844 6.4831 -4.2308
C -0.7365 5.5077 -3.3455
C 0.1503 3.7067 -0.7511
C 1.3231 4.3080 -0.2904
C 1.3587 5.0034 0.9149
C 0.2030 5.1370 1.6735
C -0.9779 4.5561 1.2239
C -0.9957 3.8357 0.0365
H -1.3713 0.9586 -3.4148
H 2.3063 1.3935 -1.1037
H 4.6189 0.7301 -1.6566
H 5.5837 1.3338 -3.8615
H 4.2460 2.6723 -5.4553
H 1.9517 3.3705 -4.8725
H -0.5743 2.8861 -5.4550
H -1.3243 4.6154 -7.0458
H -1.7377 6.9293 -6.2619
H -1.3655 7.4944 -3.8800
H -0.5782 5.7709 -2.3043
H 2.2265 4.2244 -0.8863
H 2.2867 5.4516 1.2560
H 0.2229 5.6933 2.6049
H -1.8866 4.6679 1.8064
H -1.9032 3.3452 -0.3058
```

The value obtained for the HOMO-LUMO gap is 3.21 eV. Its net charge is -2. For the total energy, the calculation gives -5652.9101 hartree.


Record 4
Density functional theory data (the ωB97M-V functional and the def2-TZVPD basis) for a structure of composition C49H36CaF3N7O3S2 at a distorted geometry.

```
101
Properties=species:S:1:pos:R:3
Ca 0.6597 -0.2984 -0.0271
C 4.5986 -1.4148 -1.5139
O 4.2782 -2.6837 -2.0335
C 2.9557 -2.9976 -2.3176
C 2.7922 -4.2559 -2.8534
C 1.5421 -4.7296 -3.2485
C 0.4570 -3.8967 -3.1243
C 0.5693 -2.6234 -2.5508
C -0.6282 -1.8614 -2.3696
N -0.7199 -0.7862 -1.6768
N -1.9743 -0.2922 -1.5084
C -2.0817 0.5508 -0.5084
O -1.1867 0.9288 0.2982
C -3.4782 1.0621 -0.3756
C -3.7280 2.3643 0.0413
C -5.0227 2.8497 0.0680
C -6.0848 2.0358 -0.2897
C -5.8449 0.7263 -0.6742
C -4.5518 0.2447 -0.7190
C 1.8311 -2.1352 -2.0715
O 1.9500 -1.0152 -1.4842
H 5.6904 -1.4038 -1.4477
H 4.1624 -1.2660 -0.5253
H 4.2586 -0.6151 -2.1741
H 3.6710 -4.8786 -2.9602
H 1.4349 -5.7375 -3.6329
H -0.5228 -4.2369 -3.4368
H -1.5481 -2.2776 -2.8124
H -2.8921 2.9920 0.3148
H -5.2068 3.8763 0.3562
H -7.0981 2.4197 -0.2831
H -6.6701 0.0836 -0.9543
H -4.3498 -0.7667 -1.0364
F 3.1363 6.7854 0.7934
C 2.6150 5.7445 0.0703
F 3.5135 5.5563 -0.9132
F 1.5242 6.2778 -0.5129
C 2.3510 4.5527 0.9209
C 2.6529 4.5950 2.2651
C 2.3783 3.4861 3.0542
C 1.8049 2.3802 2.4305
N 1.5211 2.3138 1.1544
C 1.7862 3.3654 0.3465
S 1.4544 3.2323 -1.2862
H 3.0942 5.4878 2.6911
H 2.5939 3.4815 4.1111
H 1.5753 1.4912 3.0082
N 4.1826 -8.5662 5.4720
C 3.6983 -7.6809 4.9146
C 3.1234 -6.5917 4.2434
C 3.1173 -6.5542 2.8428
C 2.6007 -5.4591 2.1891
C 2.0975 -4.3746 2.9075
C 2.0836 -4.4248 4.3015
C 2.5876 -5.5193 4.9694
C 1.6194 -3.1775 2.1840
C 0.3950 -3.3082 1.5379
C -0.4511 -4.4610 1.6275
C -1.5927 -4.1508 0.9421
C -1.4052 -2.8345 0.4547
N -0.2368 -2.3418 0.7960
C 2.4771 -2.0751 2.2271
C 3.7507 -2.0531 2.8788
C 4.3203 -0.8438 2.5714
C 3.3821 -0.1753 1.7522
N 2.2921 -0.8904 1.5590
H 3.5449 -7.3776 2.2878
H 2.6027 -5.4075 1.1105
H 1.6805 -3.5862 4.8515
H 2.6034 -5.5565 6.0511
H -0.2318 -5.3743 2.1515
H -2.4582 -4.7711 0.7915
H -2.1190 -2.2640 -0.1125
H 4.1733 -2.8392 3.4784
H 5.2797 -0.4646 2.8787
H 3.5037 0.7942 1.3032
N -1.4010 -0.6479 2.6222
S -2.2005 -0.4681 3.9010
C -3.7616 0.4768 3.5917
C -4.8479 -0.3097 3.2463
C -6.0599 0.2761 2.9299
C -6.1851 1.6545 2.9546
C -5.0956 2.4386 3.2880
C -3.8802 1.8540 3.6042
C -1.4863 0.8034 5.0424
C -1.6254 0.5552 6.3970
C -1.0062 1.3815 7.3183
C -0.2484 2.4531 6.8743
C -0.1223 2.7054 5.5169
C -0.7311 1.8700 4.5941
H -1.2930 0.1103 1.9491
H -4.7272 -1.3822 3.2151
H -6.9025 -0.3422 2.6577
H -7.1286 2.1176 2.7028
H -5.1825 3.5150 3.2951
H -3.0336 2.4762 3.8498
H -2.2130 -0.2953 6.7101
H -1.1103 1.1901 8.3793
H 0.2428 3.0962 7.5923
H 0.4552 3.5517 5.1772
H -0.6155 2.0317 3.5316
```

The value obtained for the HOMO-LUMO gap is 5.82 eV. Its net charge is -2. For the total energy, the calculation gives -4271.5772 hartree.


Computed values of energy relative to the best compared isomer or geometry (same formula, charge and spin) (unit: kcal per mole) for the preceding records, in sequence: 77.13 57.21 49.99 28.90.